Below is a cluster of 9 separate species, C34H66F9O25S2 in total, with properties calculated with wB97M-V/def2-TZVPD.

CARTESIAN COORDINATES (ANGSTROEM)
1 C 3.99502 -0.51072 -4.78302
2 O 2.67187 -1.06181 -4.84939
3 C 1.80563 -0.31625 -4.03248
4 C 0.34990 -0.47860 -4.50978
5 C -0.67029 -0.16765 -3.40545
6 S -0.64203 -1.39073 -2.03111
7 C 0.06180 -0.53745 -0.57177
8 C 1.42417 -1.10245 -0.08824
9 C 2.18304 0.02590 0.68466
10 C 2.79551 0.98686 -0.36489
11 C 2.70749 2.49553 0.00216
12 F 3.90522 2.80880 0.51898
13 F 1.72932 2.72195 0.88028
14 C 2.40173 3.26348 -1.30976
15 F 1.19363 2.84937 -1.73740
16 F 3.25786 2.88668 -2.25450
17 S 2.37531 5.13121 -1.26140
18 F 2.71721 5.20333 0.27661
19 F 3.89644 5.17050 -1.66972
20 F 1.92618 5.11958 -2.79887
21 F 0.82212 5.12757 -0.87828
22 F 2.33580 6.70512 -1.30166
23 H 4.39000 -0.50062 -3.75577
24 H 4.62163 -1.11747 -5.44103
25 H 3.95209 0.51917 -5.17038
26 H 1.90172 -0.67632 -2.98729
27 H 2.05686 0.75845 -4.03635
28 H 0.20001 0.25667 -5.31068
29 H 0.21725 -1.48342 -4.93091
30 H -0.48749 0.83733 -3.00250
31 H -1.69951 -0.17993 -3.78030
32 H 0.19341 -2.40325 -2.40276
33 H -0.64654 -0.63582 0.25696
34 H 0.17235 0.51916 -0.84231
35 H 1.29170 -1.96770 0.57011
36 H 2.02952 -1.41711 -0.95024
37 H 2.96237 -0.48519 1.25744
38 H 1.44499 0.46236 1.36684
39 H 2.35341 0.77777 -1.34339
40 H 3.85665 0.73484 -0.46363
41 C -3.34019 1.90213 5.39326
42 O -2.07111 1.71043 4.75918
43 C -1.33816 2.82092 4.65590
44 O -1.65818 3.91613 5.03861
45 O -0.18643 2.50634 4.05238
46 C 0.70433 3.61019 3.87352
47 H -3.83492 0.93452 5.41655
48 H -3.20954 2.25690 6.41477
49 H -3.95330 2.59946 4.82329
50 H 0.99361 4.03441 4.83379
51 H 0.25044 4.37275 3.24115
52 H 1.59300 3.22813 3.37821
53 C -7.45888 6.58681 7.97326
54 O -6.69315 6.73308 6.77649
55 C -5.40067 6.42284 6.91207
56 O -4.86358 6.04685 7.92398
57 O -4.80598 6.60107 5.73104
58 C -3.40536 6.30480 5.72584
59 H -8.48367 6.86823 7.74479
60 H -7.44786 5.55218 8.31475
61 H -7.08253 7.24827 8.75268
62 H -3.23162 5.26464 5.97876
63 H -2.87238 6.95984 6.41467
64 H -3.04103 6.48441 4.71754
65 C 3.64328 -5.06185 -4.94109
66 O 4.22179 -5.68469 -3.79133
67 C 3.77685 -5.22079 -2.62547
68 O 2.95651 -4.34566 -2.47991
69 O 4.39388 -5.88642 -1.65000
70 C 4.01203 -5.49330 -0.33132
71 H 4.08999 -5.52881 -5.81492
72 H 2.56625 -5.22523 -4.96474
73 H 3.86746 -3.99574 -4.95543
74 H 2.94955 -5.67436 -0.17039
75 H 4.25467 -4.44502 -0.15728
76 H 4.58253 -6.10590 0.36195
77 C -5.76949 2.00000 -5.56890
78 O -6.59407 1.19853 -4.72176
79 C -6.18689 -0.06332 -4.58217
80 O -5.21126 -0.55521 -5.09639
81 O -7.04656 -0.68887 -3.77701
82 C -6.74273 -2.06315 -3.53598
83 H -6.20968 2.99329 -5.59529
84 H -4.75937 2.07210 -5.16638
85 H -5.74862 1.59571 -6.57991
86 H -5.77351 -2.16329 -3.04780
87 H -6.76091 -2.63028 -4.46555
88 H -7.51277 -2.44846 -2.87278
89 C 2.77062 9.25649 -1.75960
90 O 3.10246 10.64345 -1.73773
91 C 2.19152 11.43344 -2.31643
92 O 1.16413 11.06718 -2.82765
93 O 2.61970 12.69375 -2.22797
94 C 1.73951 13.65762 -2.80944
95 H 3.57891 8.72552 -1.26569
96 H 1.84483 9.07599 -1.21600
97 H 2.68738 8.89770 -2.78515
98 H 0.77308 13.64821 -2.30724
99 H 1.61609 13.47189 -3.87554
100 H 2.19924 14.63298 -2.67197
101 C -0.54811 -10.16894 -1.08888
102 O 0.68539 -10.42724 -1.76089
103 C 1.45369 -9.35212 -1.94188
104 O 1.19070 -8.22582 -1.59289
105 O 2.56301 -9.73506 -2.57409
106 C 3.48246 -8.67142 -2.83279
107 H -1.07156 -11.11799 -1.00716
108 H -0.36665 -9.77824 -0.08837
109 H -1.16118 -9.47557 -1.66344
110 H 3.82077 -8.22286 -1.90270
111 H 3.02980 -7.92021 -3.47648
112 H 4.34207 -9.09622 -3.34605
113 C 5.96856 -11.76108 -3.43377
114 O 7.35174 -12.04402 -3.63623
115 C 8.04432 -11.03004 -4.16168
116 O 7.59900 -9.94930 -4.45795
117 O 9.31223 -11.42106 -4.30044
118 C 10.17813 -10.43045 -4.85617
119 H 5.51323 -12.65080 -3.00644
120 H 5.84450 -10.93381 -2.73549
121 H 5.47799 -11.53844 -4.38101
122 H 10.21935 -9.55154 -4.21396
123 H 9.85347 -10.15440 -5.85860
124 H 11.17008 -10.87105 -4.91540
125 C -10.62356 0.91366 11.03504
126 O -9.22138 0.68339 10.88635
127 C -8.53690 1.73497 10.43039
128 O -8.99762 2.81158 10.14807
129 O -7.24990 1.38569 10.34003
130 C -6.39659 2.42551 9.86292
131 H -11.06032 -0.00896 11.40898
132 H -10.80836 1.70958 11.75514
133 H -11.07743 1.15628 10.07502
134 H -6.41516 3.27985 10.53805
135 H -6.68380 2.72920 8.85650
136 H -5.38459 2.02902 9.83134

Atomic forces in eV per Å
-0.33 0.01 -0.43
0.14 0.56 0.24
-0.45 -0.25 0.24
0.50 0.10 0.05
0.40 -0.01 -0.77
-1.15 0.18 0.29
1.15 -0.45 0.53
0.20 0.39 -0.05
-0.51 -1.02 -0.81
-0.14 -0.25 0.64
0.50 -1.93 -1.21
0.01 0.87 0.30
-0.24 0.46 0.39
-0.14 -0.05 0.13
-0.41 -0.04 0.17
0.57 -0.06 -0.10
-1.28 1.10 -0.55
0.39 -0.25 -0.10
-0.02 0.03 0.28
0.49 -0.14 0.16
0.32 -0.13 0.19
0.05 -0.46 0.06
-0.09 -0.12 -0.21
-0.05 0.11 0.24
0.23 -0.20 0.13
0.04 0.14 -0.16
0.06 -0.21 0.01
-0.24 -0.33 0.05
-0.08 0.21 0.11
0.02 -0.39 0.34
0.20 -0.20 0.12
0.37 0.73 0.09
-0.21 0.06 -0.48
-0.19 -0.25 -0.15
-0.17 0.11 -0.25
-0.09 -0.06 0.26
-0.12 0.41 0.11
0.47 0.26 -0.01
-0.05 0.29 0.18
-0.18 0.26 -0.08
-0.30 -0.04 0.14
0.12 0.06 -0.08
-0.03 -0.09 0.04
0.19 -0.23 -0.14
-0.08 -0.06 -0.03
0.25 0.21 -0.05
0.18 -0.05 -0.09
0.01 0.11 -0.07
0.08 0.08 0.07
-0.14 0.06 -0.02
-0.05 0.03 0.13
-0.10 -0.17 0.04
-0.24 -0.01 0.29
0.14 -0.03 -0.04
-0.03 0.06 -0.08
-0.11 0.00 -0.13
-0.09 0.05 0.04
0.20 0.03 0.00
0.10 0.02 -0.23
0.09 0.05 0.06
0.09 -0.12 0.01
-0.01 0.07 0.11
-0.06 -0.08 0.07
-0.21 0.02 -0.03
-0.05 0.06 -0.31
-0.03 0.09 0.14
0.14 -0.18 -0.05
-0.04 0.10 0.06
-0.05 0.25 -0.12
-0.07 -0.02 0.34
0.10 -0.10 0.16
0.01 0.09 0.08
-0.12 -0.01 0.09
0.01 0.07 -0.08
-0.08 0.00 -0.07
0.07 -0.06 -0.17
0.07 0.22 -0.18
0.05 -0.14 0.05
-0.18 0.05 0.00
0.01 0.08 0.16
0.11 0.09 -0.06
-0.05 -0.28 0.07
-0.13 -0.10 0.12
0.00 -0.11 -0.06
0.09 -0.07 0.06
0.03 0.01 -0.12
0.12 0.05 0.00
-0.06 0.19 -0.02
0.06 -0.03 0.01
-0.03 0.08 -0.04
0.04 0.10 0.01
0.14 0.01 0.07
0.01 -0.16 0.03
-0.12 0.27 -0.10
0.11 0.26 0.03
-0.05 0.06 -0.12
-0.13 0.04 0.02
-0.01 -0.10 -0.09
-0.09 -0.09 0.06
0.14 -0.12 0.09
-0.26 -0.05 0.13
0.09 0.11 -0.03
0.04 -0.13 -0.03
0.03 -0.11 -0.04
-0.14 -0.01 0.05
0.30 0.04 -0.10
0.17 -0.06 -0.10
0.01 0.10 -0.08
0.08 0.08 0.06
-0.11 0.05 -0.03
-0.06 0.01 0.11
-0.13 -0.16 0.00
-0.33 -0.05 0.08
0.10 0.08 -0.05
0.06 -0.08 0.01
0.04 -0.12 0.05
-0.14 0.00 0.04
0.25 0.14 -0.11
0.21 -0.07 -0.02
0.02 0.05 -0.10
0.05 0.12 0.04
-0.11 0.02 -0.07
-0.08 0.07 0.08
-0.11 -0.16 0.08
-0.29 -0.04 0.07
0.12 0.06 -0.05
0.00 -0.06 0.04
0.07 -0.13 0.01
-0.10 -0.04 0.00
0.27 0.20 -0.09
0.20 -0.05 -0.01
0.02 0.07 -0.12
0.05 0.12 0.04
-0.10 0.03 -0.10
-0.09 0.08 0.08
-0.11 -0.19 0.09

- Gap between HOMO and LUMO: 9.14 eV
- Total charge: +1
- HOMO level: -11.87 eV
- 2S+1: 1

Löwdin atomic charge list, values in e, 8 entries:
1. C -0.074
2. O -0.179
3. C -0.267
4. C -0.186
5. C -0.331
6. S 1.150
7. C -0.347
8. C -0.225